Entry 1:
Entry from the Open Molecules 2025 dataset: a cluster of 2 separate species, C11H18NO2 in total (the ωB97M-V functional and the def2-TZVPD basis).

Results
E_HOMO (spin up / spin down) (eV): -11.6 / -12.2
LUMO (spin up / spin down) (eV): -4.04 / -3.62
Energy (eV): -17272.0655
Energy relative to the best compared isomer or geometry (same formula, charge and spin) (eV): 5.1191
Net charge: +1

Each atom is followed by the atoms it is bonded to, with distances in Å.
Geometry (Å):
1 C -2.45363 0.01750 -1.52663  C2 1.300, C6 1.551, H15 1.103
2 C -1.44077 0.82776 -1.44342  C1 1.300, C8 1.443, H16 1.069
3 C 1.90945 2.11370 -1.18317  O13 1.196, O14 1.281
4 C -1.59753 -1.12160 0.46806  C6 1.561, C7 1.508, H17 1.144, H18 1.176
5 C -0.99686 -1.90555 -1.83255  C6 1.536, N12 1.558, H19 1.031, H20 1.041
6 C -2.15623 -1.39665 -0.96332  C1 1.551, C4 1.561, C5 1.536, H21 1.033
7 C -0.43122 -0.16679 0.49265  C4 1.508, C8 1.522, C11 1.526, H22 1.106
8 C -0.18298 0.35920 -0.91373  C2 1.443, C7 1.522, N12 1.531
9 C 0.78917 -0.78076 2.64904  C11 1.590, H23 1.163, H24 1.147, H25 1.004
10 C 1.82642 4.26455 -0.00468  O14 1.497, H26 1.142, H27 1.144, H28 1.147
11 C 0.88321 -0.68988 1.06490  C7 1.526, C9 1.590, H29 1.116, H30 1.081
12 N 0.16819 -0.87523 -1.74912  C5 1.558, C8 1.531, H31 1.048, H32 0.996
13 O 2.81206 1.82759 -1.91352  C3 1.196
14 O 1.34510 2.88548 -0.33115  C3 1.281, C10 1.497
15 H -3.45573 0.16518 -1.96281  C1 1.103
16 H -1.51422 1.79355 -1.89507  C2 1.069
17 H -2.52215 -0.66648 0.96512  C4 1.144
18 H -1.43968 -2.07706 1.13499  C4 1.176
19 H -0.53994 -2.79491 -1.57906  C5 1.031
20 H -1.23994 -1.93368 -2.84427  C5 1.041
21 H -3.00729 -1.97908 -0.89935  C6 1.033
22 H -0.51080 0.72484 1.14156  C7 1.106
23 H 1.81173 -1.07384 3.12018  C9 1.163
24 H -0.02679 -1.50033 3.01251  C9 1.147
25 H 0.48689 0.13016 2.94536  C9 1.004
26 H 2.20440 4.72671 -0.97780  C10 1.142
27 H 2.51777 4.01018 0.87082  C10 1.144
28 H 0.81438 4.63107 0.39073  C10 1.147
29 H 1.08268 -1.68531 0.60140  C11 1.116
30 H 1.60770 0.01434 0.67938  C11 1.081
31 H 1.05015 -1.23029 -1.30913  N12 1.048
32 H 0.44379 -0.45771 -2.61008  N12 0.996

Entry 2:
Entry from the Open Molecules 2025 dataset: a cluster of 2 separate species, C11H18NO2 in total (the ωB97M-V functional and the def2-TZVPD basis).

Results
E_HOMO (eV): -11.6
LUMO (eV): -2.80
Energy (eV): -17273.1272
Energy relative to the best compared isomer or geometry (same formula, charge and spin) (eV): 4.0574
Net charge: +1

Each atom is followed by the atoms it is bonded to, with distances in Å.
Geometry (Å):
1 C 2.69791 -1.47026 -2.09688  C2 1.417, C3 1.370, H15 0.994
2 C 1.40141 -1.52620 -2.66476  C1 1.417, C4 1.370, H16 1.167
3 C 2.79923 -1.11241 -0.77852  C1 1.370, C5 1.410, H17 1.061
4 C 0.30649 -1.06882 -1.97982  C2 1.370, C6 1.436, H18 1.009
5 C 1.71227 -0.47113 -0.14936  C3 1.410, C6 1.376, H19 1.071
6 C 0.49409 -0.31757 -0.77079  C4 1.436, C5 1.376, C11 1.443
7 C -1.84035 0.83237 -0.77567  C11 1.548, H20 1.118, H21 1.203, H22 1.038
8 C -1.76385 -1.41610 0.82993  N12 1.483, H23 1.147, H24 1.026, H25 1.106
9 C 0.05658 -0.33918 2.30474  N12 1.487, H26 1.115, H27 1.081, H28 1.127
10 C 0.04787 2.23869 0.72633  O13 1.354, O14 1.324, H29 1.231
11 C -0.58841 0.29645 -0.04037  C6 1.443, C7 1.548, N12 1.460
12 N -0.99640 -0.22281 1.26176  C8 1.483, C9 1.487, C11 1.460, H30 1.093
13 O -0.76636 2.43104 1.79049  C10 1.354, H31 0.945
14 O -0.17125 3.01092 -0.32695  C10 1.324, H32 0.949
15 H 3.42516 -1.82968 -2.67069  C1 0.994
16 H 1.24249 -2.07061 -3.68430  C2 1.167
17 H 3.75543 -1.31689 -0.36780  C3 1.061
18 H -0.66351 -1.09552 -2.25520  C4 1.009
19 H 1.76440 -0.01022 0.81607  C5 1.071
20 H -1.70844 1.54878 -1.62391  C7 1.118
21 H -2.54508 -0.04772 -1.19483  C7 1.203
22 H -2.40542 1.47676 -0.19070  C7 1.038
23 H -2.80694 -1.11304 0.46121  C8 1.147
24 H -1.18279 -2.04971 0.27060  C8 1.026
25 H -1.91529 -1.89934 1.81279  C8 1.106
26 H 0.40151 -1.39188 2.17625  C9 1.115
27 H 0.79157 0.45073 2.37198  C9 1.081
28 H -0.33301 -0.33745 3.36204  C9 1.127
29 H 1.25141 2.07980 0.92814  C10 1.231
30 H -1.80243 0.43277 1.60083  N12 1.093
31 H -0.95032 3.33165 2.01165  O13 0.945
32 H 0.29203 2.97659 -1.15426  O14 0.949

Entry 3:
Entry from the Open Molecules 2025 dataset: the ion C11H18NOS with charge +1 (the ωB97M-V functional and the def2-TZVPD basis).

Results
E_HOMO (spin up / spin down) (eV): -8.6 / -12.2
LUMO (spin up / spin down) (eV): -2.50 / -7.06
Energy (eV): -26057.6253
Energy relative to the best compared isomer or geometry (same formula, charge and spin) (eV): 0.0600
Multiplicity: 3
Net charge: +1

Each atom is followed by the atoms it is bonded to, with distances in Å.
Geometry (Å):
1 C 0.76676 -1.64177 -0.34089  C2 1.364, C3 1.357, H15 1.091
2 C 0.86859 -2.67721 -1.22299  C1 1.364, S14 1.734, H16 1.108
3 C 0.01426 -0.60598 -0.79188  C1 1.357, C4 1.363, C6 1.634
4 C -0.63512 -0.69796 -1.98624  C3 1.363, C5 1.637, S14 1.776
5 C -1.60783 -0.18076 -3.19664  C4 1.637, H17 1.025, H18 1.189, H32 1.025
6 C 0.50833 0.50615 0.29791  C3 1.634, N12 1.296, O13 1.264
7 C -0.95077 -0.67860 3.30187  C11 1.567, H19 1.153, H20 1.171, H21 1.106
8 C -2.40682 0.34099 1.33108  C11 1.530, H22 1.105, H23 1.149, H24 1.021
9 C 2.10288 2.24986 0.80255  N12 1.459, H25 1.042, H26 1.135, H27 1.069
10 C 2.15555 1.11046 -1.33325  N12 1.426, H28 1.033, H29 1.203, H30 1.049
11 C -1.11023 -0.33515 1.78121  C7 1.567, C8 1.530, O13 1.452, H31 1.101
12 N 1.49175 1.26126 -0.08022  C6 1.296, C9 1.459, C10 1.426
13 O 0.01288 0.52729 1.46097  C6 1.264, C11 1.452
14 S -0.15003 -2.30165 -2.57498  C2 1.734, C4 1.776
15 H 1.35729 -1.70934 0.57412  C1 1.091
16 H 1.58589 -3.52121 -1.25675  C2 1.108
17 H -2.62719 -0.21880 -3.09631  C5 1.025
18 H -1.25429 0.89766 -3.55090  C5 1.189
19 H -1.87144 -1.27070 3.66305  C7 1.153
20 H 0.01102 -1.30898 3.52285  C7 1.171
21 H -0.91505 0.32231 3.77149  C7 1.106
22 H -3.30449 0.07556 1.91906  C8 1.105
23 H -2.59013 0.00974 0.24605  C8 1.149
24 H -2.25930 1.35056 1.35791  C8 1.021
25 H 2.14186 3.19897 0.37400  C9 1.042
26 H 1.40232 2.44907 1.67274  C9 1.135
27 H 3.00203 1.80608 1.17329  C9 1.069
28 H 2.31036 0.11028 -1.54092  C10 1.033
29 H 1.34162 1.26854 -2.20513  C10 1.203
30 H 2.97393 1.75896 -1.42932  C10 1.049
31 H -1.02228 -1.35220 1.36796  C11 1.101
32 H -1.34234 -0.74344 -4.01167  C5 1.025

Entry 4:
Entry from the Open Molecules 2025 dataset: a cluster of 2 separate species, C11H18O in total (the ωB97M-V functional and the def2-TZVPD basis).

Results
E_HOMO (eV): -8.5
LUMO (eV): 0.70
Energy (eV): -13743.5016
SMILES string: CCc1ccc(O)cc1.CCC
Energy relative to the best compared isomer or geometry (same formula, charge and spin) (eV): 3.1643

Each atom is followed by the atoms it is bonded to, with distances in Å.
Geometry (Å):
1 C -2.15646 -0.93256 1.21538  C2 1.564, C3 1.432, H4 1.165, H5 1.123
2 C -1.94170 -0.31631 2.63677  C1 1.564, H6 1.090, H7 1.055, H10 1.082
3 C -1.43942 -2.13088 0.89819  C1 1.432, H8 1.123, H9 1.039, H11 1.110
4 H -2.08695 -0.04868 0.45932  C1 1.165
5 H -3.27399 -1.04466 1.21882  C1 1.123
6 H -2.63182 -0.88115 3.26315  C2 1.090
7 H -0.95784 -0.49704 2.97166  C2 1.055
8 H -0.65290 -2.41127 1.64888  C3 1.123
9 H -0.98438 -2.38540 -0.00048  C3 1.039
10 H -2.29478 0.70452 2.70225  C2 1.082
11 H -1.86097 -3.10991 1.20654  C3 1.110
12 C 0.46834 0.66299 -2.86152  C13 1.472, C14 1.539, H21 1.237, H22 1.163
13 C -0.95656 1.02809 -2.80285  C12 1.472, H23 1.116, H29 1.094, H30 1.162
14 C 1.16252 0.47625 -1.50106  C12 1.539, C15 1.402, C16 1.370
15 C 1.41362 1.72264 -0.91009  C14 1.402, C17 1.359, H24 1.020
16 C 1.63238 -0.67284 -0.92126  C14 1.370, C18 1.457, H25 1.079
17 C 1.84515 1.70996 0.37863  C15 1.359, C19 1.377, H26 1.184
18 C 2.33610 -0.55102 0.34899  C16 1.457, C19 1.334, H27 1.073
19 C 2.25418 0.57975 1.05147  C17 1.377, C18 1.334, O20 1.357
20 O 2.75186 0.49347 2.31121  C19 1.357, H28 1.085
21 H 0.48909 -0.42742 -3.44467  C12 1.237
22 H 1.12002 1.31656 -3.56996  C12 1.163
23 H -1.29993 1.17008 -1.75024  C13 1.116
24 H 1.02578 2.51089 -1.42847  C15 1.020
25 H 1.64816 -1.65776 -1.36109  C16 1.079
26 H 2.00697 2.69392 1.01710  C17 1.184
27 H 2.81874 -1.37715 0.83515  C18 1.073
28 H 2.43141 1.25359 3.01646  O20 1.085
29 H -1.57942 0.20162 -3.15799  C13 1.094
30 H -1.28720 1.91971 -3.47028  C13 1.162

Entry 5:
Entry from the Open Molecules 2025 dataset: a cluster of 2 separate species, C11H18O in total (the ωB97M-V functional and the def2-TZVPD basis).

Results
E_HOMO (eV): -8.6
LUMO (eV): 0.82
Energy (eV): -13744.3488
SMILES string: CCc1ccccc1.CC(C)O
Energy relative to the best compared isomer or geometry (same formula, charge and spin) (eV): 2.3171

Each atom is followed by the atoms it is bonded to, with distances in Å.
Geometry (Å):
1 C 1.08755 -1.39860 -0.15624  C2 1.550, C3 1.482, H9 1.203, H10 1.120
2 C 1.24797 -2.93826 -0.22969  C1 1.550, H11 1.110, H17 1.041, H18 1.115
3 C 0.92213 -0.64735 -1.42319  C1 1.482, C4 1.386, C5 1.457
4 C 0.00745 -0.92169 -2.42807  C3 1.386, C6 1.414, H12 1.093
5 C 1.54472 0.66999 -1.42666  C3 1.457, C7 1.427, H13 1.040
6 C -0.24216 0.04802 -3.42618  C4 1.414, C8 1.403, H14 1.106
7 C 1.28089 1.64827 -2.43145  C5 1.427, C8 1.393, H15 1.174
8 C 0.45373 1.26443 -3.48398  C6 1.403, C7 1.393, H16 1.092
9 H 0.18863 -1.25762 0.63021  C1 1.203
10 H 2.00311 -1.06122 0.39442  C1 1.120
11 H 0.61300 -3.45598 -0.97827  C2 1.110
12 H -0.51917 -1.87896 -2.44999  C4 1.093
13 H 2.31130 0.94107 -0.77822  C5 1.040
14 H -0.97550 -0.05864 -4.24738  C6 1.106
15 H 1.75859 2.72056 -2.40757  C7 1.174
16 H 0.39711 1.92076 -4.35491  C8 1.092
17 H 1.22535 -3.39602 0.70472  C2 1.041
18 H 2.25875 -3.08794 -0.67498  C2 1.115
19 C -1.26427 0.31823 3.29443  C20 1.539, C21 1.523, O22 1.456, H23 1.134
20 C -1.08421 1.62712 4.08419  C19 1.539, H24 1.032, H29 1.172, H30 1.132
21 C -2.69794 0.14356 2.81002  C19 1.523, H25 1.181, H26 1.077, H27 1.197
22 O -0.49108 0.42596 2.06538  C19 1.456, H28 0.998
23 H -0.80616 -0.63847 3.69674  C19 1.134
24 H -1.96973 1.84433 4.56659  C20 1.032
25 H -3.55470 0.80768 3.27841  C21 1.181
26 H -2.75250 0.25946 1.74050  C21 1.077
27 H -2.99739 -0.99172 3.04321  C21 1.197
28 H 0.29117 1.04574 2.07261  O22 0.998
29 H -0.82218 2.44839 3.29022  C20 1.172
30 H -0.25622 1.54866 4.85166  C20 1.132

Entry 6:
Entry from the Open Molecules 2025 dataset: a cluster of 2 separate species, C11H18Si in total (the ωB97M-V functional and the def2-TZVPD basis).

Results
E_HOMO (eV): -8.1
LUMO (eV): 0.88
Energy (eV): -19573.8007
SMILES string: CC#C[Si](C)(C)C.C1=CCC=C1
Energy relative to the best compared isomer or geometry (same formula, charge and spin) (eV): 3.2428

Each atom is followed by the atoms it is bonded to, with distances in Å.
Geometry (Å):
1 C -2.20271 1.17757 -0.20176  C2 1.453, C6 1.349, H13 1.102
2 C -2.06198 0.24338 -1.30615  C1 1.453, C7 1.350, H14 1.026
3 C 0.62433 -2.01736 -0.32554  C4 1.214, C8 1.466
4 C 0.73375 -0.81198 -0.22879  C3 1.214, Si12 1.867
5 C -2.64734 -0.96257 0.57940  C6 1.500, C7 1.524, H15 1.165, H16 1.089
6 C -2.70745 0.51059 0.85679  C1 1.349, C5 1.500, H17 1.089
7 C -2.28208 -1.02500 -0.89914  C2 1.350, C5 1.524, H18 1.095
8 C 0.32336 -3.44315 -0.48548  C3 1.466, H19 1.091, H20 1.120, H21 1.090
9 C 1.24373 1.81375 -1.46480  Si12 1.877, H22 1.106, H23 1.134, H24 1.032
10 C 3.32288 0.43095 0.60317  Si12 1.920, H25 1.137, H26 1.094, H27 1.058
11 C 0.70175 1.84548 1.56778  Si12 1.934, H28 1.085, H29 1.100, H30 1.039
12 Si 1.51147 0.84844 0.12247  C4 1.867, C9 1.877, C10 1.920, C11 1.934
13 H -1.76567 2.18814 -0.15470  C1 1.102
14 H -1.52521 0.53341 -2.13060  C2 1.026
15 H -1.78735 -1.26658 1.30363  C5 1.165
16 H -3.52523 -1.45902 0.98960  C5 1.089
17 H -2.98242 0.96800 1.80612  C6 1.089
18 H -2.34817 -1.96709 -1.45413  C7 1.095
19 H 0.63609 -4.03625 0.37539  C8 1.091
20 H 0.91342 -3.82666 -1.35645  C8 1.120
21 H -0.75720 -3.56363 -0.55997  C8 1.090
22 H 1.31242 2.89048 -1.22170  C9 1.106
23 H 2.07123 1.64303 -2.22072  C9 1.134
24 H 0.29362 1.72931 -1.85992  C9 1.032
25 H 3.78044 -0.08111 -0.30313  C10 1.137
26 H 3.98627 1.30112 0.62668  C10 1.094
27 H 3.43381 -0.03890 1.54412  C10 1.058
28 H 0.34335 1.31833 2.44603  C11 1.085
29 H 1.43674 2.55120 1.98238  C11 1.100
30 H -0.07589 2.50614 1.36942  C11 1.039